Entry 1:
Formula: C28H24FN7O3SeV
Source: the Open Molecules 2025 dataset
Level of theory: ωB97M-V with the def2-TZVPD basis set

Net charge   +4
Gap between HOMO and LUMO (alpha / beta)   4.83 / 5.43 eV
Multiplicity   2
Highest occupied orbital energy (alpha / beta)   -18.038 / -18.043 eV

CARTESIAN COORDINATES (ANGSTROEM)
1 V 1.305 -0.774 2.597
2 Se 5.519 -1.300 8.695
3 N 4.249 -0.175 8.200
4 C 3.912 -0.481 6.973
5 C 2.882 0.210 6.226
6 C 2.138 1.288 6.729
7 C 1.178 1.890 5.932
8 C 0.951 1.406 4.654
9 N 1.662 0.382 4.158
10 C 2.627 -0.208 4.922
11 C 3.372 -1.293 4.315
12 N 3.038 -1.631 3.037
13 C 3.703 -2.614 2.412
14 C 4.733 -3.299 3.036
15 C 5.067 -2.986 4.343
16 C 4.373 -1.966 5.011
17 C 4.650 -1.556 6.372
18 N 5.572 -2.103 7.123
19 H 2.327 1.633 7.738
20 H 0.595 2.725 6.293
21 H 0.195 1.838 4.011
22 H 3.402 -2.848 1.399
23 H 5.255 -4.078 2.497
24 H 5.856 -3.515 4.864
25 C -4.932 -0.831 -1.577
26 C -3.794 -1.822 -1.754
27 N -2.549 -1.363 -1.061
28 C -2.286 -1.876 0.125
29 C -1.177 -1.522 0.895
30 C -1.074 -2.246 2.184
31 O -1.775 -3.080 2.604
32 O 0.062 -1.843 3.021
33 C -0.302 -0.563 0.366
34 O 0.815 -0.151 1.016
35 C -0.561 -0.002 -0.894
36 C 0.281 0.965 -1.486
37 C 0.008 1.457 -2.717
38 F 0.847 2.363 -3.220
39 C -1.120 1.049 -3.508
40 C -1.968 0.114 -2.892
41 C -1.708 -0.414 -1.631
42 N -1.334 1.552 -4.752
43 C -0.450 2.568 -5.369
44 C -0.969 3.009 -6.733
45 N -2.445 3.258 -6.656
46 C -3.206 1.993 -6.308
47 C -2.257 0.952 -5.719
48 H -5.812 -1.209 -2.095
49 H -4.697 0.154 -1.978
50 H -5.193 -0.720 -0.525
51 H -3.537 -2.012 -2.794
52 H -4.050 -2.784 -1.317
53 H -2.982 -2.613 0.508
54 H 1.166 1.320 -0.977
55 H -2.865 -0.201 -3.393
56 H 0.559 2.179 -5.515
57 H -0.383 3.436 -4.715
58 H -0.805 2.270 -7.515
59 H -0.471 3.930 -7.030
60 H -2.784 3.639 -7.544
61 H -2.630 3.982 -5.955
62 H -3.657 1.608 -7.221
63 H -3.997 2.269 -5.615
64 H -1.675 0.472 -6.509
65 H -2.858 0.167 -5.280

Entry 2:
Formula: C28H24N2O4S2Ti
Source: the Open Molecules 2025 dataset
Level of theory: ωB97M-V with the def2-TZVPD basis set

Net charge   +2
Gap between HOMO and LUMO   5.30 eV
Highest occupied orbital energy   -12.921 eV

CARTESIAN COORDINATES (ANGSTROEM)
1 Ti -0.584 0.877 -0.604
2 O 0.097 1.787 0.860
3 C 1.486 2.215 0.539
4 C 1.809 1.845 -0.943
5 O 2.850 2.135 -1.447
6 O 0.825 1.231 -1.573
7 C 2.371 1.384 1.450
8 C 3.108 1.936 2.491
9 C 3.831 1.110 3.333
10 C 3.813 -0.263 3.158
11 C 3.051 -0.821 2.140
12 C 2.331 -0.005 1.285
13 C 1.572 3.725 0.641
14 C 0.428 4.493 0.856
15 C 0.517 5.875 0.915
16 C 1.739 6.502 0.730
17 C 2.872 5.739 0.504
18 C 2.797 4.358 0.458
19 H 0.021 1.891 1.830
20 H 3.125 3.002 2.646
21 H 4.403 1.549 4.136
22 H 4.391 -0.894 3.816
23 H 3.017 -1.892 2.017
24 H 1.743 -0.454 0.475
25 H -0.548 4.033 0.990
26 H -0.371 6.458 1.116
27 H 1.806 7.578 0.758
28 H 3.829 6.213 0.363
29 H 3.678 3.774 0.256
30 C -1.445 0.959 -3.768
31 N -1.062 2.324 -3.486
32 C -0.334 3.161 -4.291
33 C -0.223 4.354 -3.653
34 N -0.878 4.234 -2.457
35 C -1.385 2.989 -2.355
36 S -2.372 2.378 -1.083
37 H -1.155 0.706 -4.788
38 H -2.532 0.848 -3.669
39 H -0.937 0.250 -3.072
40 H 0.051 2.855 -5.242
41 H 0.246 5.266 -3.963
42 H -0.965 4.961 -1.757
43 C -4.516 -8.917 0.069
44 C -3.146 -8.368 0.101
45 O -2.300 -8.352 -0.725
46 S -2.854 -7.538 1.759
47 C -2.132 -6.009 1.293
48 C -1.310 -5.821 0.178
49 C -0.968 -4.547 -0.214
50 C -1.438 -3.431 0.496
51 C -2.163 -3.635 1.684
52 C -2.484 -4.907 2.084
53 C -1.203 -2.129 0.035
54 C -1.070 -0.975 -0.362
55 H -4.687 -9.448 -0.866
56 H -5.231 -8.098 0.160
57 H -4.678 -9.572 0.923
58 H -0.962 -6.663 -0.397
59 H -0.342 -4.406 -1.081
60 H -2.481 -2.783 2.265
61 H -3.051 -5.064 2.988

Entry 3:
Formula: C28H24N4O3Pd
Source: the Open Molecules 2025 dataset
Level of theory: ωB97M-V with the def2-TZVPD basis set

Net charge   +3
Gap between HOMO and LUMO (alpha / beta)   6.19 / 4.02 eV
Multiplicity   2
Highest occupied orbital energy (alpha / beta)   -16.476 / -16.476 eV

CARTESIAN COORDINATES (ANGSTROEM)
1 Pd 0.073 -0.781 0.599
2 C 4.318 -1.435 1.192
3 O 3.557 -1.526 2.465
4 C 2.328 -1.249 2.170
5 N 2.057 -0.875 0.961
6 C 3.301 -0.859 0.170
7 C 3.167 -1.639 -1.116
8 C 2.070 -2.452 -1.386
9 C 1.982 -3.137 -2.593
10 C 3.001 -3.029 -3.526
11 C 4.105 -2.228 -3.255
12 C 4.186 -1.531 -2.060
13 C 1.196 -1.388 3.129
14 C 1.192 -1.673 4.480
15 C -0.040 -1.763 5.128
16 C -1.236 -1.583 4.437
17 C -1.161 -1.307 3.084
18 N 0.033 -1.213 2.488
19 C -2.242 -1.129 2.072
20 N -1.910 -1.006 0.827
21 C -3.145 -0.993 0.020
22 C -4.212 -0.772 1.115
23 O -3.505 -1.118 2.371
24 C -3.098 0.019 -1.096
25 C -4.280 0.437 -1.703
26 C -4.243 1.267 -2.814
27 C -3.027 1.677 -3.347
28 C -1.839 1.266 -2.756
29 C -1.888 0.456 -1.633
30 H 4.632 -2.449 0.955
31 H 5.171 -0.796 1.395
32 H 3.532 0.185 -0.054
33 H 1.308 -2.647 -0.632
34 H 1.129 -3.772 -2.791
35 H 2.948 -3.581 -4.454
36 H 4.904 -2.146 -3.978
37 H 5.048 -0.902 -1.868
38 H 2.124 -1.827 5.008
39 H -0.070 -1.988 6.186
40 H -2.193 -1.668 4.934
41 H -3.255 -1.998 -0.398
42 H -5.064 -1.441 1.049
43 H -4.532 0.263 1.223
44 H -5.240 0.100 -1.328
45 H -5.168 1.574 -3.283
46 H -3.009 2.298 -4.232
47 H -0.887 1.551 -3.186
48 H -0.950 0.134 -1.161
49 O 0.109 1.869 1.151
50 N 0.010 2.929 0.434
51 C -1.225 3.303 -0.041
52 C -1.346 4.465 -0.747
53 C -0.211 5.251 -0.968
54 C 1.040 4.853 -0.476
55 C 1.137 3.690 0.228
56 H -2.025 2.618 0.198
57 H -2.315 4.765 -1.119
58 H -0.299 6.181 -1.517
59 H 1.921 5.459 -0.632
60 H 2.034 3.293 0.680

Entry 4:
Formula: C28H25AsN4RuS2
Source: the Open Molecules 2025 dataset
Level of theory: ωB97M-V with the def2-TZVPD basis set

Net charge   +1
Gap between HOMO and LUMO (alpha / beta)   6.87 / 5.90 eV
Multiplicity   2
Highest occupied orbital energy (alpha / beta)   -10.604 / -10.761 eV

CARTESIAN COORDINATES (ANGSTROEM)
1 Ru -0.961 0.505 1.705
2 S -2.122 -1.292 1.218
3 C -0.975 -2.599 1.204
4 C -1.328 -3.829 0.649
5 C -0.388 -4.837 0.560
6 C -0.739 -6.071 -0.083
7 N -1.046 -7.042 -0.614
8 C 0.919 -4.626 1.051
9 C 1.254 -3.423 1.640
10 C 0.315 -2.391 1.720
11 S 0.738 -0.875 2.429
12 C 1.921 -5.641 0.899
13 N 2.742 -6.432 0.758
14 H -2.323 -3.986 0.252
15 H 2.258 -3.271 2.013
16 N -1.879 0.872 3.642
17 C -2.779 2.042 3.500
18 C -3.555 1.912 2.200
19 N -2.603 1.836 1.061
20 H -2.415 0.044 3.892
21 H -1.208 0.999 4.394
22 H -2.161 2.942 3.477
23 H -3.462 2.125 4.346
24 H -4.257 2.739 2.087
25 H -4.124 0.981 2.212
26 H -2.258 2.766 0.837
27 H -3.080 1.521 0.221
28 C -2.170 2.727 -3.868
29 C -1.555 3.492 -2.888
30 C -0.810 2.878 -1.891
31 C -0.674 1.492 -1.873
32 C -1.300 0.727 -2.853
33 C -2.041 1.345 -3.850
34 As 0.285 0.646 -0.409
35 C 1.611 1.980 0.018
36 C 2.457 2.517 -0.948
37 C 3.354 3.516 -0.602
38 C 3.398 3.995 0.702
39 C 2.547 3.474 1.666
40 C 1.660 2.464 1.321
41 C 1.194 -0.890 -1.123
42 C 2.580 -0.972 -1.132
43 C 3.194 -2.133 -1.583
44 C 2.430 -3.203 -2.026
45 C 1.044 -3.119 -2.018
46 C 0.424 -1.967 -1.557
47 H -2.742 3.207 -4.651
48 H -1.645 4.571 -2.903
49 H -0.314 3.486 -1.142
50 H -1.196 -0.351 -2.860
51 H -2.513 0.746 -4.617
52 H 2.411 2.160 -1.970
53 H 4.017 3.927 -1.352
54 H 4.098 4.775 0.968
55 H 2.584 3.842 2.682
56 H 1.030 2.032 2.099
57 H 3.184 -0.151 -0.770
58 H 4.274 -2.202 -1.583
59 H 2.913 -4.107 -2.373
60 H 0.446 -3.954 -2.360
61 H -0.658 -1.917 -1.520

Entry 5:
Formula: C28H25BCoN6O3S
Source: the Open Molecules 2025 dataset
Level of theory: ωB97M-V with the def2-TZVPD basis set

Net charge   +1
Gap between HOMO and LUMO (alpha / beta)   8.53 / 6.47 eV
Multiplicity   5
Highest occupied orbital energy (alpha / beta)   -11.745 / -11.701 eV

CARTESIAN COORDINATES (ANGSTROEM)
1 Co -0.060 -0.176 -0.097
2 O -1.088 3.741 -0.440
3 C -0.637 2.632 -0.532
4 N -1.119 1.472 0.065
5 C -2.176 1.499 0.966
6 O -2.844 2.445 1.282
7 C -2.450 0.124 1.524
8 C -3.462 -0.104 2.437
9 C -3.695 -1.410 2.836
10 C -2.936 -2.435 2.288
11 C -1.936 -2.118 1.387
12 N -1.687 -0.856 1.039
13 C 0.586 2.350 -1.371
14 C 1.126 3.306 -2.210
15 C 2.242 2.963 -2.956
16 C 2.775 1.686 -2.839
17 C 2.174 0.787 -1.976
18 N 1.107 1.128 -1.250
19 H -4.049 0.734 2.785
20 H -4.477 -1.632 3.550
21 H -3.122 -3.469 2.539
22 H -1.334 -2.878 0.904
23 H 0.657 4.278 -2.263
24 H 2.688 3.680 -3.632
25 H 3.635 1.380 -3.416
26 H 2.528 -0.230 -1.868
27 O 1.328 -1.594 0.253
28 S 2.632 -1.921 0.973
29 C 2.910 -3.629 0.573
30 C 4.146 -4.167 0.901
31 C 4.385 -5.500 0.607
32 C 3.404 -6.260 -0.018
33 C 2.183 -5.696 -0.356
34 C 1.924 -4.365 -0.063
35 C 2.278 -2.024 2.709
36 C 1.108 -2.617 3.162
37 C 0.874 -2.673 4.523
38 C 1.808 -2.150 5.413
39 C 2.976 -1.568 4.946
40 C 3.216 -1.495 3.579
41 H 4.907 -3.565 1.380
42 H 5.340 -5.941 0.855
43 H 3.600 -7.296 -0.255
44 H 1.432 -6.289 -0.859
45 H 0.992 -3.897 -0.350
46 H 0.401 -3.028 2.457
47 H -0.032 -3.133 4.895
48 H 1.623 -2.200 6.476
49 H 3.698 -1.163 5.640
50 H 4.116 -1.025 3.203
51 B -2.349 -1.962 -3.594
52 C -1.372 -1.506 -2.477
53 N -0.641 -1.179 -1.633
54 H -2.858 -0.944 -4.006
55 H -3.149 -2.693 -3.055
56 H -1.680 -2.521 -4.430
57 N 2.193 1.279 1.627
58 C 2.569 1.883 2.769
59 C 1.548 1.705 3.671
60 C 0.578 0.977 2.968
61 N 0.977 0.717 1.732
62 H 2.683 1.252 0.748
63 H 3.512 2.393 2.847
64 H 1.500 2.057 4.684
65 H -0.380 0.625 3.315

Entry 6:
Formula: C28H25Cl2N7O2Pt
Source: the Open Molecules 2025 dataset
Level of theory: ωB97M-V with the def2-TZVPD basis set

Gap between HOMO and LUMO   5.42 eV
Highest occupied orbital energy   -6.517 eV

CARTESIAN COORDINATES (ANGSTROEM)
1 Pt 0.178 -0.750 -0.073
2 C 1.043 5.639 2.465
3 C 0.874 4.149 2.347
4 C 1.645 3.273 3.114
5 C 1.524 1.907 2.985
6 C 0.604 1.318 2.097
7 N 0.542 -0.035 1.886
8 C 0.718 -0.935 2.907
9 C 0.217 -0.731 4.205
10 C 0.295 -1.703 5.180
11 C 0.856 -2.954 4.921
12 C 0.864 -4.040 5.963
13 C 1.372 -3.166 3.655
14 C 1.346 -2.172 2.682
15 N 2.076 -2.423 1.478
16 C 3.255 -3.075 1.400
17 C 3.625 -3.142 0.078
18 C 2.607 -2.481 -0.612
19 N 1.676 -2.065 0.237
20 C -0.202 2.209 1.368
21 C -0.036 3.589 1.469
22 N -1.299 1.748 0.569
23 C -2.476 2.390 0.413
24 C -3.251 1.665 -0.458
25 C -2.468 0.563 -0.804
26 N -1.300 0.622 -0.178
27 H 1.136 5.940 3.510
28 H 0.196 6.171 2.034
29 H 1.943 5.980 1.947
30 H 2.370 3.675 3.814
31 H 2.156 1.249 3.568
32 H -0.261 0.216 4.422
33 H -0.115 -1.498 6.162
34 H 1.071 -3.633 6.953
35 H 1.620 -4.794 5.744
36 H -0.103 -4.547 6.014
37 H 1.816 -4.125 3.410
38 H 3.747 -3.416 2.293
39 H 4.520 -3.573 -0.330
40 H 2.508 -2.237 -1.657
41 H -0.643 4.238 0.847
42 H -2.678 3.297 0.954
43 H -4.249 1.893 -0.788
44 H -2.688 -0.293 -1.423
45 N -2.044 -2.691 -1.438
46 C -0.917 -2.333 -2.298
47 C 0.009 -1.268 -1.943
48 O 3.478 0.287 -1.815
49 O 0.038 2.448 -2.340
50 H -1.738 -2.738 -0.472
51 H -2.448 -3.582 -1.700
52 H -1.261 -2.278 -3.336
53 H -0.083 -3.087 -2.331
54 Cl 2.188 1.092 -2.052
55 C 2.547 2.698 -1.446
56 C 3.811 2.889 -0.931
57 C 4.151 4.146 -0.453
58 C 3.252 5.202 -0.490
59 C 1.982 4.989 -0.991
60 Cl 0.863 6.303 -1.025
61 C 1.604 3.732 -1.469
62 N 0.265 3.559 -1.919
63 H 4.494 2.051 -0.919
64 H 5.142 4.309 -0.051
65 H 3.527 6.185 -0.135

Entry 7:
Formula: C28H25ClFN2
Source: the Open Molecules 2025 dataset
Level of theory: ωB97M-V with the def2-TZVPD basis set

Net charge   +1
Gap between HOMO and LUMO   8.19 eV
Highest occupied orbital energy   -11.379 eV

CARTESIAN COORDINATES (ANGSTROEM)
1 F -2.978 -5.042 2.209
2 C -3.049 -3.835 1.561
3 C -3.588 -2.732 2.212
4 C -3.558 -1.501 1.561
5 C -2.989 -1.367 0.289
6 C -2.614 0.032 -0.155
7 C -2.684 0.554 -1.585
8 C -2.990 1.912 -1.778
9 C -2.790 2.537 -3.018
10 C -2.271 1.800 -4.097
11 C -1.959 0.448 -3.916
12 C -2.166 -0.168 -2.669
13 C -2.470 -2.503 -0.339
14 C -2.517 -3.747 0.284
15 H -3.949 -2.832 3.222
16 H -3.940 -0.621 2.076
17 H -3.138 0.753 0.484
18 H -3.335 2.507 -0.929
19 H -3.023 3.592 -3.144
20 H -2.113 2.277 -5.066
21 H -1.549 -0.136 -4.740
22 H -1.866 -1.203 -2.556
23 H -1.977 -2.416 -1.303
24 H -2.078 -4.605 -0.201
25 C 1.622 -0.858 -1.552
26 N 1.666 0.320 -0.703
27 C 1.367 0.388 0.630
28 H -1.562 0.091 0.087
29 C 1.491 -0.718 1.597
30 C 2.831 -0.943 1.981
31 C 3.153 -1.947 2.893
32 Cl 4.796 -2.170 3.365
33 C 2.147 -2.775 3.410
34 C 0.813 -2.566 3.030
35 C 0.472 -1.514 2.169
36 N 1.366 1.704 0.963
37 C 0.893 2.277 2.209
38 C 1.873 2.473 -0.101
39 C 2.077 1.585 -1.165
40 C 3.079 1.801 -2.104
41 C 3.805 3.001 -2.011
42 C 3.601 3.885 -0.948
43 C 2.662 3.601 0.058
44 H 2.254 -0.660 -2.424
45 H 2.001 -1.734 -1.018
46 H 0.602 -1.058 -1.923
47 H 3.626 -0.325 1.583
48 H 2.423 -3.576 4.097
49 H 0.040 -3.235 3.419
50 H -0.565 -1.285 1.932
51 H 1.262 3.307 2.255
52 H -0.207 2.319 2.248
53 H 1.268 1.722 3.068
54 H 3.353 1.012 -2.809
55 H 4.571 3.222 -2.759
56 H 4.203 4.793 -0.868
57 H 2.609 4.160 0.993

Entry 8:
Formula: C28H25ClOSiV
Source: the Open Molecules 2025 dataset
Level of theory: ωB97M-V with the def2-TZVPD basis set

Net charge   -2
Gap between HOMO and LUMO (alpha / beta)   4.08 / 5.14 eV
Multiplicity   4
Highest occupied orbital energy (alpha / beta)   0.717 / -0.407 eV

CARTESIAN COORDINATES (ANGSTROEM)
1 C 2.368 -1.702 -1.659
2 C 2.430 -1.897 -3.035
3 C 1.080 -2.264 -3.491
4 H 3.326 -2.067 -3.639
5 C 0.192 -2.126 -2.414
6 C 0.979 -1.747 -1.285
7 H 0.638 -1.770 -0.229
8 H 3.207 -1.624 -0.938
9 H 0.857 -2.677 -4.472
10 H -0.848 -2.494 -2.377
11 V 1.344 0.051 -3.596
12 Cl 2.187 1.795 -2.249
13 C 1.509 1.959 -4.643
14 C 0.249 1.310 -4.918
15 C 0.571 0.048 -5.553
16 H -0.735 1.789 -4.907
17 C 1.985 -0.078 -5.608
18 C 2.556 1.113 -5.076
19 H 3.621 1.389 -5.103
20 H 1.567 3.014 -4.391
21 H -0.127 -0.558 -6.113
22 H 2.539 -0.781 -6.224
23 O -0.046 0.349 -0.409
24 Si -0.540 0.322 1.126
25 C -1.189 -1.384 1.644
26 C -2.082 -2.110 0.829
27 C -2.588 -3.343 1.283
28 C -2.227 -3.851 2.529
29 C -1.382 -3.084 3.372
30 C -0.866 -1.894 2.913
31 C 0.839 0.768 2.322
32 C 0.819 1.855 3.201
33 C 1.824 2.052 4.138
34 C 2.883 1.132 4.246
35 C 2.943 0.068 3.351
36 C 1.960 -0.105 2.366
37 C -1.932 1.486 1.401
38 C -3.045 1.124 2.159
39 C -4.027 2.062 2.474
40 C -3.872 3.394 2.055
41 C -2.740 3.774 1.328
42 C -1.767 2.818 0.979
43 H -2.406 -1.714 -0.150
44 H -3.288 -3.903 0.626
45 H -2.581 -4.815 2.845
46 H -1.155 -3.439 4.357
47 H -0.202 -1.312 3.564
48 H -0.020 2.557 3.171
49 H 1.812 2.899 4.785
50 H 3.657 1.265 4.971
51 H 3.769 -0.668 3.404
52 H 2.043 -0.956 1.662
53 H -3.133 0.111 2.552
54 H -4.886 1.776 3.062
55 H -4.628 4.138 2.299
56 H -2.576 4.827 1.043
57 H -0.870 3.119 0.423